(1)
The following is a DFT calculation (the ωB97M-V functional and the def2-TZVPD basis) of a cluster of 22 separate species, C32H108N24O22 in total at a distorted geometry.

```
186
Properties=species:S:1:pos:R:3:mulliken_charge:R:1
C 13.43 9.99 19.11 -0.715
C 13.50 10.62 20.44 -0.377
O 14.77 11.20 20.53 -0.343
H 13.70 10.68 18.32 -0.154
H 12.42 9.53 19.01 0.450
H 14.16 9.25 18.94 0.365
H 13.28 9.92 21.33 0.308
H 12.71 11.39 20.58 0.295
H 15.06 11.53 21.38 0.200
C 16.87 13.43 7.43 -1.166
C 16.38 14.51 8.41 -0.052
O 15.60 14.13 9.49 -0.437
H 17.71 12.83 7.85 0.260
H 17.38 13.85 6.52 0.358
H 16.09 12.76 7.11 0.301
H 15.84 15.30 7.80 0.394
H 17.31 15.09 8.77 0.057
H 16.24 13.95 10.18 0.094
C 12.55 17.98 12.45 -1.057
C 13.89 17.81 13.16 0.099
O 13.68 17.30 14.52 -0.360
H 12.78 18.17 11.37 0.319
H 11.85 18.74 12.82 0.343
H 12.02 17.03 12.53 0.075
H 14.48 18.71 13.31 0.390
H 14.50 17.05 12.60 -0.078
H 14.44 16.71 14.64 0.407
C 13.76 12.29 15.17 1.590
C 12.43 11.51 14.88 -0.669
O 12.09 10.50 15.84 -0.552
H 13.99 12.94 14.39 -0.300
H 14.49 11.56 15.40 -0.441
H 13.70 12.89 16.07 -0.340
H 12.51 10.87 13.96 0.281
H 11.53 12.06 14.56 0.076
H 12.04 10.92 16.73 0.278
C 20.93 20.36 11.54 -0.787
C 19.59 20.30 10.76 -0.369
O 18.85 19.17 11.18 -0.588
H 21.39 19.39 11.30 0.216
H 20.66 20.31 12.57 0.064
H 21.60 21.16 11.32 0.407
H 19.88 20.11 9.72 0.258
H 18.97 21.19 10.74 0.290
H 19.04 18.96 12.14 0.230
C 17.99 4.13 11.04 -1.342
C 17.18 5.22 11.70 0.021
O 17.14 5.02 13.07 -0.517
H 17.61 3.19 11.37 0.357
H 18.96 4.28 11.33 0.349
H 18.02 4.37 9.97 0.354
H 16.18 5.33 11.30 0.288
H 17.76 6.14 11.60 0.196
H 17.00 5.89 13.43 0.312
C 9.63 11.80 11.82 -0.489
C 8.71 13.01 11.58 -0.379
O 9.48 13.91 10.76 -0.606
H 9.80 11.27 10.86 0.296
H 9.13 11.16 12.48 0.410
H 10.59 12.15 12.18 -0.179
H 8.31 13.45 12.46 0.297
H 7.93 12.57 10.99 0.350
H 10.24 14.21 11.25 0.365
C 13.73 15.76 18.91 -0.427
C 13.51 14.23 19.06 -0.090
O 14.80 13.66 19.41 -0.161
H 12.75 16.15 18.79 0.586
H 14.36 16.02 18.04 -0.850
H 14.15 16.21 19.84 0.430
H 13.33 13.81 18.10 -0.266
H 12.80 14.02 19.77 0.675
H 14.66 12.75 19.64 -0.217
C 9.83 15.02 17.12 -1.547
C 10.73 15.21 15.95 0.427
O 11.94 15.83 16.33 -0.120
H 8.90 14.64 16.80 0.441
H 9.71 15.93 17.78 0.315
H 10.19 14.39 17.93 0.299
H 10.22 15.90 15.22 0.265
H 10.93 14.26 15.44 -0.087
H 12.39 16.15 15.54 0.139
C 20.98 15.48 16.57 -1.357
C 20.37 14.28 15.71 0.255
O 19.72 13.29 16.53 1.095
H 20.23 16.13 16.95 0.117
H 21.63 15.95 15.83 0.521
H 21.69 15.18 17.32 0.336
H 21.10 13.77 15.13 0.791
H 19.67 14.81 15.08 -0.789
H 19.57 12.53 15.97 0.006
C 15.28 18.49 17.28 0.088
O 15.97 17.53 16.91 0.248
N 13.96 18.44 17.53 -0.356
N 15.81 19.70 17.44 -0.320
H 13.48 17.59 17.30 -0.102
H 13.43 19.22 17.19 0.285
H 15.41 20.24 18.16 0.215
H 16.78 19.91 17.23 0.177
C 15.37 7.63 14.72 0.528
O 16.59 7.41 14.64 -0.823
N 14.88 8.86 15.26 -0.249
N 14.43 6.74 14.36 -0.380
H 14.00 9.24 14.97 0.200
H 15.56 9.56 15.22 0.152
H 14.79 5.80 14.08 0.269
H 13.46 6.84 14.65 0.202
C 17.16 13.49 21.97 0.464
O 16.50 12.38 22.17 -0.891
N 16.83 14.29 20.99 -0.015
N 18.27 13.73 22.74 -0.342
H 17.46 15.02 20.71 0.089
H 15.98 14.04 20.48 0.459
H 18.38 12.91 23.33 0.242
H 18.93 14.46 22.51 0.246
C 18.44 10.93 19.05 0.286
O 19.47 10.54 18.54 -0.763
N 18.05 10.77 20.28 -0.055
N 17.52 11.70 18.30 0.497
H 17.14 11.18 20.55 -0.119
H 18.65 10.39 20.99 0.237
H 17.77 12.20 17.49 -0.156
H 16.56 11.75 18.56 -0.084
C 18.99 18.48 18.51 0.482
O 18.76 19.44 17.75 -0.756
N 20.22 18.29 19.14 -0.267
N 18.07 17.51 18.93 -0.254
H 20.42 17.45 19.66 0.123
H 20.99 18.87 18.88 0.219
H 17.46 17.38 18.03 -0.019
H 18.45 16.67 19.31 0.312
C 22.90 12.20 18.92 0.640
O 23.52 13.25 18.94 -0.719
N 22.89 11.28 19.95 -0.411
N 22.18 11.76 17.85 -0.470
H 22.49 10.40 19.77 0.228
H 23.27 11.72 20.85 0.261
H 21.33 11.25 18.11 0.187
H 22.00 12.52 17.20 0.261
C 18.47 10.30 14.77 0.063
O 18.82 11.47 14.92 -0.872
N 18.64 9.32 15.70 -0.360
N 17.75 9.97 13.64 -0.227
H 18.78 9.62 16.64 0.145
H 17.89 8.61 15.71 0.362
H 17.73 8.92 13.36 0.079
H 17.93 10.55 12.85 0.301
C 20.34 14.84 20.13 0.341
O 19.60 15.64 20.78 -0.890
N 21.64 15.08 19.91 -0.025
N 19.89 13.65 19.70 0.350
H 22.16 15.82 20.40 0.280
H 22.23 14.35 19.62 -0.019
H 20.20 13.24 18.81 -0.252
H 18.91 13.51 19.86 -0.029
C 19.23 18.11 14.38 0.558
O 19.61 17.73 13.28 -0.912
N 20.00 18.92 15.13 -0.179
N 18.02 17.75 14.86 0.245
H 20.82 19.23 14.67 0.253
H 19.62 19.38 15.92 0.221
H 17.66 17.83 15.79 -0.062
H 17.42 17.19 14.34 -0.190
C 12.68 14.10 11.85 0.298
O 11.65 14.10 12.52 -0.615
N 12.75 13.51 10.55 -0.217
N 13.93 14.49 12.25 0.242
H 13.62 13.56 9.97 0.103
H 12.02 12.98 10.11 0.260
H 14.54 14.65 11.47 0.465
H 14.07 15.15 13.02 -0.558
C 16.55 14.67 15.00 -0.286
O 15.78 15.49 14.51 -0.085
N 16.94 14.64 16.32 0.629
N 17.05 13.59 14.36 0.818
H 17.86 14.17 16.50 -0.562
H 16.62 15.41 16.87 -0.239
H 17.68 12.86 14.72 -0.232
H 16.82 13.49 13.38 0.104
C 18.38 14.82 11.59 0.359
O 17.88 13.76 11.11 -0.807
N 17.90 16.08 11.29 0.190
N 19.47 14.93 12.40 -0.225
H 17.24 16.22 10.57 0.197
H 18.51 16.87 11.59 0.197
H 19.84 14.14 12.89 0.304
H 19.56 15.78 12.91 -0.056
```

Summary:
orbital gap	9.8	eV
total charge	0
F_max	0.0928	Eh/bohr
LUMO energy	0.4	eV
E_tot	-4253.95005	Eh

---

(2)
The following is a DFT calculation (the ωB97M-V functional and the def2-TZVPD basis) of a structure of composition C32H112N8O28S2Tl2 at a distorted geometry.

```
184
Properties=species:S:1:pos:R:3:mulliken_charge:R:1
Tl 0.06 1.98 -2.09 0.991
Tl 2.27 -0.61 0.36 1.791
S -0.62 0.07 0.60 1.357
O -1.89 -0.54 1.09 0.048
O -0.75 1.53 0.35 -0.960
O 0.51 -0.32 1.54 -0.744
O -0.19 -0.47 -0.72 -1.220
S 3.52 2.13 -0.93 0.675
O 3.27 3.11 0.08 -0.571
O 2.21 1.19 -1.22 -0.565
O 3.76 2.65 -2.24 -0.621
O 4.55 1.13 -0.48 -0.658
O -4.30 1.80 -1.30 -0.323
H -3.85 0.97 -1.26 0.170
H -3.98 2.33 -2.09 0.195
O -3.09 -1.18 -2.29 -0.445
H -3.40 -1.99 -2.68 0.245
H -2.24 -1.35 -1.88 0.124
O -5.09 2.59 2.17 -0.408
H -6.13 1.57 2.41 0.353
H -4.36 2.18 1.71 0.071
O 1.23 -2.87 -0.58 -0.334
H 1.74 -3.28 -1.31 0.082
H 0.28 -2.98 -0.79 0.264
O -3.08 2.98 -4.05 -0.539
H -2.61 3.57 -4.64 0.259
H -3.94 2.77 -4.44 0.270
O -4.12 -2.29 0.55 -0.595
H -4.28 -1.90 -0.33 0.361
H -3.47 -1.71 1.02 0.232
O 7.38 4.06 -1.33 -0.613
H 7.01 3.13 -1.18 0.326
H 8.21 4.00 -1.79 0.296
O -1.38 -3.43 -1.01 -0.597
H -1.98 -3.65 -1.78 0.200
H -1.91 -2.89 -0.41 0.155
O 0.28 -3.71 2.61 -0.484
H -0.15 -4.60 2.47 0.267
H -0.39 -3.18 2.99 0.203
O 5.71 6.35 -2.10 -0.333
H 5.77 5.81 -1.29 0.372
H 6.65 6.17 -2.40 0.405
O 3.09 -2.63 -3.36 -0.603
H 3.56 -3.45 -3.58 0.193
H 2.22 -2.82 -3.80 0.257
O 2.53 -2.40 1.76 -0.367
H 1.65 -2.85 1.56 0.124
H 2.83 -2.89 2.52 0.229
C 6.59 -3.14 -7.23 -1.423
C 7.00 -3.35 -5.81 0.267
C 8.49 -2.85 -5.57 -0.617
O 8.42 -1.51 -5.30 -0.297
C 9.59 -0.85 -4.75 -0.723
N 6.16 -2.77 -4.77 -0.309
H 7.42 -3.53 -7.81 0.395
H 6.64 -2.06 -7.52 0.296
H 5.64 -3.51 -7.60 0.370
H 7.13 -4.47 -5.68 0.189
H 9.13 -3.12 -6.45 0.340
H 8.77 -3.42 -4.63 0.348
H 10.16 -1.45 -4.01 0.312
H 9.17 0.02 -4.25 0.216
H 10.23 -0.45 -5.58 0.258
H 6.41 -1.78 -4.89 0.254
H 5.24 -2.88 -5.19 0.161
C -3.03 3.76 2.90 -0.935
C -4.48 3.92 2.60 0.103
C 5.65 7.83 -1.35 -0.047
O 4.90 7.50 -0.38 -0.358
C 5.48 6.93 0.93 -0.571
N -4.62 4.83 1.45 -0.550
H -2.55 3.11 2.15 -0.093
H -2.85 3.33 3.89 0.417
H -2.50 4.77 2.90 0.360
H -4.93 4.21 3.55 0.456
H 5.17 8.53 -2.03 0.272
H 6.60 8.06 -0.87 0.361
H 4.97 7.58 1.66 0.275
H 6.60 7.00 1.00 0.393
H 5.13 5.91 1.09 0.208
H -5.60 5.21 1.21 0.199
H -4.18 4.29 0.68 0.217
C -2.55 -2.85 5.95 -1.577
C -1.90 -1.58 5.51 0.593
C -0.87 -1.18 6.62 -0.836
O 0.26 -2.07 6.52 -0.302
C 1.38 -1.51 7.21 -0.570
N -1.25 -1.68 4.22 0.066
H -1.67 -3.52 6.10 0.327
H -3.20 -3.22 5.22 0.451
H -3.06 -2.64 6.91 0.369
H -2.60 -0.73 5.49 0.120
H -1.32 -1.18 7.60 0.566
H -0.56 -0.17 6.31 0.213
H 1.25 -1.66 8.24 0.415
H 1.46 -0.50 7.00 0.054
H 2.31 -2.04 6.89 0.192
H -1.73 -1.14 3.51 -0.273
H -0.30 -1.35 4.26 0.089
C -0.03 -3.57 -5.92 -1.491
C -0.91 -2.97 -4.86 0.439
C -1.89 -4.08 -4.45 -1.023
O -2.75 -3.75 -3.38 -0.175
C -3.79 -4.63 -3.12 -0.843
N 0.02 -2.50 -3.81 0.065
H 0.84 -2.89 -6.12 0.305
H -0.45 -3.77 -6.92 0.404
H 0.44 -4.51 -5.52 0.317
H -1.44 -2.07 -5.23 0.290
H -1.28 -4.96 -4.15 0.377
H -2.49 -4.37 -5.30 0.461
H -4.32 -4.38 -2.20 0.270
H -3.39 -5.66 -3.00 0.345
H -4.51 -4.71 -3.94 0.288
H -0.35 -2.49 -2.85 -0.255
H 0.23 -1.49 -3.93 0.210
C -4.89 -0.62 3.39 -1.395
C -6.06 -0.52 2.26 0.021
C -7.07 -1.62 2.32 -1.040
O -7.93 -1.50 1.17 -0.321
C -9.22 -2.23 1.33 -0.761
N -6.73 0.74 2.52 0.193
H -5.39 -0.89 4.33 0.604
H -4.22 0.24 3.42 0.452
H -4.29 -1.49 3.15 0.242
H -5.73 -0.53 1.20 0.092
H -7.68 -1.53 3.20 0.473
H -6.52 -2.56 2.39 0.485
H -9.43 -2.50 0.28 0.260
H -10.03 -1.72 1.91 0.283
H -9.02 -3.19 1.88 0.327
H -6.95 0.65 3.50 0.468
H -7.55 0.84 1.91 0.412
C -6.03 6.56 -1.60 -1.417
C -6.24 5.02 -1.88 1.143
C -7.45 4.34 -1.28 -0.712
O -7.59 4.71 0.04 -0.174
C -8.68 4.11 0.68 -0.566
N -6.09 4.64 -3.26 -0.657
H -6.71 7.28 -2.05 0.389
H -5.03 6.71 -2.03 0.386
H -5.98 6.84 -0.57 0.307
H -5.30 4.65 -1.41 -0.451
H -7.33 3.25 -1.34 0.299
H -8.30 4.61 -1.90 0.350
H -8.88 4.59 1.63 0.262
H -8.44 3.01 0.80 0.016
H -9.54 4.14 -0.05 0.356
H -6.15 3.62 -3.37 0.252
H -6.85 4.93 -3.86 0.260
C 5.84 -1.72 0.31 -1.150
C 4.98 -2.29 -0.84 0.805
C 4.66 -3.72 -0.41 -0.640
O 3.73 -4.23 -1.26 0.104
C 3.76 -5.61 -1.54 -1.007
N 3.79 -1.46 -1.02 -0.105
H 5.18 -1.67 1.21 0.061
H 6.21 -0.66 0.22 0.241
H 6.61 -2.45 0.57 0.533
H 5.57 -2.23 -1.79 -0.110
H 4.31 -3.65 0.66 0.069
H 5.59 -4.33 -0.37 0.505
H 3.98 -6.16 -0.64 0.395
H 4.49 -6.02 -2.28 0.260
H 2.74 -5.79 -1.89 0.261
H 3.30 -1.79 -1.86 0.071
H 4.09 -0.49 -1.19 0.370
C 4.00 -0.24 3.98 -1.348
C 2.77 0.52 3.59 2.015
C 2.40 1.80 4.36 -0.915
O 1.59 1.46 5.44 0.045
C 1.60 2.61 6.34 -0.957
N 2.82 0.85 2.11 0.022
H 4.16 -1.15 3.42 0.096
H 3.91 -0.54 5.04 0.382
H 4.95 0.28 3.79 0.350
H 1.87 -0.13 3.83 -1.335
H 1.87 2.47 3.60 0.281
H 3.32 2.33 4.73 0.312
H 1.14 3.41 5.81 0.404
H 2.65 2.75 6.70 0.360
H 0.86 2.37 7.17 0.218
H 2.18 1.63 1.92 0.243
H 3.70 1.33 1.94 0.163
```

Summary:
orbital gap	8.6	eV
total charge	+2
F_max	0.0862	Eh/bohr
LUMO energy	-3.7	eV
E_tot	-4971.86843	Eh

---

| no. | HOMO energy (eV) |
| --- | --- |
| 1 | -9.416 |
| 2 | -12.286 |